[1]
An isolated molecule of C5H4N2. Source: OMol25; level of theory: ωB97M-V/def2-TZVPD.

Values from the calculation:
**Calculated total energy**: -8226.4799 eV
**Lowest unoccupied orbital energy**: 0.87 eV
**HOMO-LUMO gap**: 10.93 eV
**Structure (SMILES)**: C#C[C@H]1N[C@H]1C#N

Geometry (Å):
C 1.26957 1.18168 1.68023
C 0.94561 0.36802 0.85383
C 0.58285 -0.70029 -0.05412
N -0.68841 -1.39030 0.13628
C -0.53938 -0.54186 -1.03817
C -1.16401 0.75999 -1.17561
N -1.62290 1.80575 -1.35953
H 1.55444 1.90478 2.41388
H 1.40923 -1.33809 -0.35628
H -1.23619 -0.94538 0.86769
H -0.51081 -1.10430 -1.96819

Cartesian forces, eV/Å:
-0.165 -0.333 -0.386
0.157 0.297 0.353
0.193 0.004 0.012
-0.191 -0.027 0.141
0.036 0.097 -0.183
-0.373 0.804 -0.107
0.357 -1.004 0.249
-0.066 -0.109 -0.173
-0.135 0.020 0.070
0.067 0.080 -0.074
0.121 0.170 0.099

=====

[2]
A structure of composition C2H3BrN2. Source: OMol25; level of theory: ωB97M-V/def2-TZVPD.

Values from the calculation:
**Calculated total energy**: -75141.2767 eV
**Lowest unoccupied orbital energy**: 0.25 eV
**HOMO-LUMO gap**: 8.85 eV

Geometry (Å):
C 0.40614 0.23106 0.41698
C -0.97485 -0.11413 -0.08463
N 1.31985 1.17923 -0.22123
N 1.46490 0.40735 -1.11196
Br 1.24765 -1.19150 1.50117
H -1.50556 -0.50409 0.79091
H -0.71834 -0.87744 -0.72519
H -1.23980 0.86953 -0.56604

Cartesian forces, eV/Å:
1.403 -2.719 -0.780
1.447 2.695 1.460
1.305 2.657 0.006
-1.724 -1.095 1.928
-0.431 1.054 -0.559
-0.461 0.557 -0.476
-0.706 -1.753 -1.930
-0.833 -1.395 0.352

=====

[3]
A structure of composition C25H29BN8NaO3. Source: OMol25; level of theory: ωB97M-V/def2-TZVPD.

Values from the calculation:
**Spin multiplicity**: 2
**Calculated total energy**: -49555.0262 eV
**Lowest unoccupied orbital energy (alpha / beta)**: -0.19 / -3.18 eV
**⟨S²⟩**: 0.80
**HOMO-LUMO gap (alpha / beta)**: 7.88 / 4.90 eV

Geometry (Å):
Na -0.03030 -0.11008 0.08692
C 3.25678 2.25241 -0.10391
C 3.42372 0.76800 -0.11130
C 4.59507 0.01552 -0.28830
C 4.17550 -1.29120 -0.21828
N 2.84166 -1.30084 -0.00151
N 2.37897 -0.02618 0.05506
B 1.99316 -2.59345 0.07981
N 1.10830 -2.65571 1.36392
C 0.67894 -3.79025 1.95366
C -0.20584 -3.45364 2.95181
C -0.27743 -2.05237 2.89104
C -1.11858 -1.12220 3.70032
N 0.50795 -1.58451 1.93236
N 1.08807 -2.76092 -1.16056
C 0.64700 -3.89809 -1.72954
C -0.32138 -3.56966 -2.65316
C -0.41680 -2.17123 -2.57733
C -1.31599 -1.24593 -3.32702
N 0.42642 -1.69750 -1.67038
N 2.97461 -3.77313 0.18423
C 3.67152 -4.11051 1.29465
C 4.63054 -5.02360 0.93109
C 4.43875 -5.19993 -0.45566
C 5.18382 -6.10197 -1.38437
N 3.45458 -4.43305 -0.89343
H 4.22110 2.75164 -0.18837
H 2.78415 2.58768 0.82025
H 2.63615 2.58171 -0.93902
H 5.59695 0.37500 -0.44757
H 4.72822 -2.20979 -0.31237
H 1.04708 -4.75016 1.63377
H -0.71130 -4.11892 3.63070
H -1.21743 -1.46915 4.72923
H -2.12638 -1.03650 3.28536
H -0.67341 -0.12777 3.72124
H 1.08590 -4.84393 -1.46768
H -0.84756 -4.24400 -3.30729
H -1.48121 -1.58886 -4.34876
H -0.87854 -0.24864 -3.37279
H -2.29895 -1.16217 -2.85268
H 3.44356 -3.65798 2.24534
H 5.35464 -5.50045 1.56930
H 6.05122 -6.53274 -0.88539
H 5.52973 -5.55574 -2.26177
H 4.55538 -6.92310 -1.73249
C -4.85238 5.20316 0.05847
O -5.59391 3.98904 0.03483
C -4.89033 2.84069 -0.00412
C -5.68126 1.66478 -0.03046
C -5.08760 0.41105 -0.07335
C -3.71627 0.24563 -0.08452
C -3.13623 -1.13449 -0.07726
C -4.05639 -2.29975 -0.35010
O -1.96426 -1.33469 0.14746
C -2.87200 1.44965 -0.07153
O -1.63370 1.42323 -0.11960
C -3.53262 2.73857 -0.02406
H -5.58782 6.00039 0.09122
H -4.24211 5.30054 -0.84144
H -4.21650 5.25049 0.94456
H -6.75698 1.77371 -0.01489
H -5.73892 -0.45092 -0.08634
H -4.64489 -2.14162 -1.25441
H -4.74816 -2.44513 0.48194
H -3.44108 -3.18877 -0.45990
H -2.86932 3.59033 -0.01762

Cartesian forces, eV/Å:
0.508 -0.085 0.047
0.009 0.073 0.006
-0.059 -0.004 -0.003
0.009 -0.031 -0.028
-0.022 -0.024 0.028
0.166 0.090 -0.051
-0.290 -0.168 0.035
0.112 -0.053 0.044
-0.047 -0.047 0.077
0.006 0.010 -0.019
0.017 -0.019 -0.025
-0.041 0.025 -0.028
-0.024 0.051 0.091
0.095 0.067 -0.117
-0.107 -0.032 -0.091
0.035 0.045 0.027
0.056 -0.089 0.011
0.019 -0.014 0.079
-0.042 0.070 -0.090
0.003 0.104 0.025
-0.093 -0.057 0.149
0.066 0.072 -0.054
-0.099 -0.014 0.050
0.047 0.053 0.047
0.057 -0.032 -0.045
0.004 0.005 -0.153
0.013 -0.021 0.000
-0.015 0.005 -0.002
-0.010 0.002 0.003
0.010 0.006 -0.001
0.044 0.008 -0.006
-0.027 -0.022 0.013
-0.014 -0.001 0.011
0.006 -0.021 -0.011
-0.003 -0.002 -0.015
-0.003 0.003 -0.035
-0.020 -0.034 -0.019
-0.023 0.019 -0.025
0.019 -0.026 0.013
-0.010 0.004 0.030
-0.004 -0.010 0.020
0.032 -0.015 0.016
0.010 -0.027 -0.004
0.003 0.005 0.003
-0.017 0.003 -0.006
-0.017 0.011 0.011
-0.023 -0.019 -0.001
0.042 -0.073 0.001
-0.015 0.142 -0.003
-0.013 0.023 0.002
0.056 -0.003 -0.003
-0.056 -0.118 0.037
-0.025 -0.074 -0.069
0.010 -0.011 -0.026
-0.148 0.079 0.074
0.053 0.099 -0.038
-0.307 0.015 0.002
0.035 0.053 0.001
0.009 0.004 0.000
0.007 0.010 0.005
0.006 0.010 -0.004
-0.008 -0.008 0.000
0.037 -0.039 -0.003
-0.002 -0.006 -0.006
0.000 -0.004 0.011
0.006 0.005 0.005
-0.028 0.031 0.001

=====

[4]
A cluster of 2 separate species, CH4IN in total. Source: OMol25; level of theory: ωB97M-V/def2-TZVPD.

Values from the calculation:
**Calculated total energy**: -10688.8290 eV
**Lowest unoccupied orbital energy**: -0.47 eV
**HOMO-LUMO gap**: 8.48 eV

Geometry (Å):
C -0.11024 -0.24850 0.30031
N 0.98234 0.64188 0.39256
I 2.89793 -0.03187 -0.02308
H -0.62108 -0.35711 1.21369
H -0.81290 -0.01581 -0.47944
H 0.28816 -1.27231 0.14828
H 0.73803 1.35167 -0.97642

Cartesian forces, eV/Å:
0.391 -3.186 -0.890
0.246 4.733 -4.773
-0.250 -0.309 0.158
-0.693 0.444 1.494
-0.245 -0.029 -0.158
-0.568 0.168 -0.384
1.121 -1.820 4.553

=====

Q: Which value of calculated total energy does entry 4 give?
A: -10688.8290 eV

=====

Copy entry 2 word for word.
A structure of composition C2H3BrN2. Source: OMol25; level of theory: ωB97M-V/def2-TZVPD.

Values from the calculation:
**Calculated total energy**: -75141.2767 eV
**Lowest unoccupied orbital energy**: 0.25 eV
**HOMO-LUMO gap**: 8.85 eV

Geometry (Å):
C 0.40614 0.23106 0.41698
C -0.97485 -0.11413 -0.08463
N 1.31985 1.17923 -0.22123
N 1.46490 0.40735 -1.11196
Br 1.24765 -1.19150 1.50117
H -1.50556 -0.50409 0.79091
H -0.71834 -0.87744 -0.72519
H -1.23980 0.86953 -0.56604

Cartesian forces, eV/Å:
1.403 -2.719 -0.780
1.447 2.695 1.460
1.305 2.657 0.006
-1.724 -1.095 1.928
-0.431 1.054 -0.559
-0.461 0.557 -0.476
-0.706 -1.753 -1.930
-0.833 -1.395 0.352